72
Properties=species:S:1:pos:R:3:forces:R:3 method="wB97M-V/def2-TZVPD" total_charge=+2 lumo_ev=-7.8 homo_lumo_gap_ev=5.884 max_force_ev_per_a=4.21
Sc -0.46634 -1.05876 -0.32476 2.1 0.4 3.6
Cl -0.17490 -2.18987 1.68269 -0.4 0.2 -0.8
P 2.21083 -0.65894 -0.39487 -0.2 0.0 -0.4
C 2.78558 0.76508 -1.38941 0.2 0.0 0.0
C 3.59910 0.56410 -2.51712 -0.6 0.8 -0.2
C 3.89546 1.67854 -3.31852 0.3 0.2 -0.2
C 3.65975 2.99007 -2.87780 0.0 -0.6 0.1
C 2.95297 3.17057 -1.68793 -0.1 0.4 0.2
C 2.43309 2.08159 -0.98134 0.1 -0.3 -0.5
C 3.30405 -0.68095 1.02898 0.7 0.5 1.2
C 3.30681 -1.78852 1.90742 0.4 0.9 0.2
C 4.25590 -1.85187 2.93613 0.2 0.2 -0.6
C 5.35449 -0.97300 2.95710 -1.1 0.6 -0.4
C 5.20590 0.24387 2.26016 -0.1 -0.3 0.0
C 4.16201 0.42159 1.33693 -0.1 -0.7 0.1
C 2.50798 -2.28991 -1.23024 -0.5 0.3 -0.1
C 1.41741 -3.07894 -1.67978 0.4 0.0 -0.3
C 1.64572 -4.26916 -2.38501 -0.4 -0.2 0.1
C 2.96137 -4.69170 -2.64415 -0.3 0.2 0.6
C 4.03328 -3.94693 -2.12208 -0.7 -0.5 -0.2
C 3.80770 -2.76749 -1.41841 -0.1 -0.2 -0.3
H 2.55509 -2.56622 1.82295 0.1 0.1 0.0
H 4.11055 -2.55410 3.73922 0.4 -0.6 -0.2
H 6.25519 -1.19390 3.52497 -0.4 0.3 0.3
H 5.88009 1.07669 2.49020 -0.2 -0.4 -0.4
H 4.02184 1.41218 0.88999 0.2 -0.6 -0.1
H 3.93995 -0.43215 -2.81459 -0.3 0.4 0.0
H 4.30332 1.53819 -4.32412 0.2 -0.1 0.5
H 4.03235 3.85568 -3.44388 -0.3 -0.5 0.2
H 2.78850 4.19321 -1.31692 -0.1 -0.6 -0.2
H 1.74821 2.28629 -0.14395 0.5 -0.3 -0.3
H 0.33010 -2.77919 -1.55953 1.2 -0.7 0.0
H 0.78870 -4.90563 -2.68867 0.7 0.6 0.1
H 3.12759 -5.64851 -3.16401 0.0 0.7 0.2
H 5.03035 -4.33850 -2.24837 0.2 0.2 0.0
H 4.65646 -2.21424 -1.03219 -0.1 0.0 0.1
H -0.03573 -0.68452 -2.34415 -0.1 -1.0 -0.5
H -0.34236 -1.41677 -2.33172 1.0 1.7 -1.0
C -4.97028 1.38660 4.50609 -0.2 -0.3 -0.4
C -4.33596 0.15299 4.34043 0.6 -0.4 0.0
C -3.35947 -0.05479 3.34641 -0.2 0.0 -0.3
C -3.11117 0.95327 2.38021 0.2 0.1 0.8
C -3.76477 2.18917 2.54975 -0.3 -0.4 -0.2
C -4.73480 2.36660 3.55024 0.4 0.1 -0.2
P -2.02359 0.71775 0.88307 -1.6 1.4 -1.0
C -3.02354 -0.46489 -0.14700 -2.0 0.0 -0.4
C -2.41406 -1.43094 -1.09671 -0.5 0.4 1.4
C -2.66567 -2.76626 -0.59140 -1.4 -0.8 -1.4
C -4.04672 -2.97517 -0.34195 -0.4 -0.3 0.8
C -4.91784 -1.92151 -0.05511 0.3 0.2 -0.5
C -4.34437 -0.68111 0.28990 1.1 -1.0 -0.4
C -2.31916 2.24807 -0.13527 1.3 -0.7 0.0
C -3.25252 2.31051 -1.18878 0.4 0.7 0.6
C -3.45406 3.52566 -1.84238 0.1 0.2 -0.1
C -2.61383 4.60538 -1.56290 0.1 0.3 0.4
C -1.59688 4.49350 -0.59331 -0.2 -0.2 -0.4
C -1.42197 3.30036 0.11885 -1.1 0.7 -0.9
H -5.66839 1.55731 5.34302 0.3 -0.2 -0.7
H -4.63080 -0.68140 4.98337 0.4 0.3 -0.1
H -2.81137 -1.00942 3.30937 -0.5 0.4 -0.1
H -3.54519 3.00803 1.87315 -0.2 -0.1 0.0
H -5.33818 3.26582 3.54262 0.3 0.2 0.2
H -1.96152 -0.99303 -2.08029 -0.8 -1.3 2.0
H -1.95388 -3.59861 -0.29618 -0.7 0.7 -1.7
H -4.48295 -3.99611 -0.37660 0.7 0.6 0.4
H -5.99415 -2.03963 -0.02470 0.1 -0.3 0.1
H -4.90575 0.03935 0.88172 0.4 -0.1 0.0
H -3.80010 1.44595 -1.51297 -0.4 -0.2 0.2
H -4.27022 3.64060 -2.56947 0.6 -0.2 0.2
H -2.75500 5.55819 -2.09990 0.1 -0.6 0.4
H -0.93415 5.33591 -0.41646 -0.1 -0.1 0.0
H -0.62601 3.21395 0.84001 0.0 0.0 0.3